Record 1
Computed, not measured: a cluster of 4 separate species, C19H40BrN4O9Si in total, with ωB97M-V/def2-TZVPD.

Properties
gap between HOMO and LUMO = 7.98 eV
LUMO energy = -4.43 eV
calculated total energy = -4507.40705 Ha
net charge = +1

Geometry as XYZ:
```
74
C19H40BrN4O9Si | the Open Molecules 2025 dataset | ωB97M-V/def2-TZVPD
C -1.514 2.709 -3.804
H 0.032 -5.514 7.187
O -4.480 2.161 -4.655
H -6.185 3.612 -7.606
H -3.264 -0.991 -0.641
H 5.777 -1.507 -0.848
O 1.136 -5.493 3.033
H 3.461 -2.506 -0.734
H 5.056 -0.018 -0.133
H 1.685 2.710 -1.638
N 1.313 -1.361 -0.143
O -4.779 3.832 -6.150
N 2.522 -0.783 -0.101
C -2.194 -0.256 2.210
H -3.323 3.177 -2.706
C -0.443 7.370 -1.593
O -3.345 4.120 -4.562
C -2.636 3.647 -3.410
H 1.241 -6.329 8.199
H -1.481 -0.121 3.030
H 6.012 -1.571 1.681
H -2.225 4.528 -2.921
H 2.165 -7.456 6.139
O 1.137 5.017 -0.202
C 1.671 -5.867 4.211
N 1.263 0.461 1.076
H -2.080 0.145 -1.310
H 0.599 7.101 -1.762
H 4.917 -2.846 1.093
H -0.860 3.179 -4.540
C 1.029 2.452 -0.803
C 0.546 -0.558 0.585
H -0.453 6.822 0.503
C -5.701 2.995 -6.854
C -4.230 3.263 -5.078
C 1.984 -4.655 2.265
H -0.877 -3.388 0.178
H -2.042 6.937 -0.233
H -6.460 2.594 -6.185
C 1.157 -7.043 6.169
Br 3.563 -0.833 -2.677
O -0.143 3.259 -0.832
H -2.726 0.660 1.951
H -5.167 2.185 -7.351
N 2.493 0.239 0.609
C 5.004 -1.108 -0.193
H 1.035 -2.212 -0.619
H -0.993 7.124 -2.504
C 3.635 -1.432 -0.813
H 4.226 -1.418 1.832
C 5.052 -1.763 1.204
H 1.553 2.557 0.138
H 2.066 -3.673 2.738
H -1.905 1.797 -4.258
H 0.480 -7.858 6.417
H 1.524 -4.535 1.284
C 0.077 4.550 -0.526
H -0.523 -3.102 1.894
C 1.036 -5.942 7.201
H -2.929 -0.991 2.558
H 2.972 -5.096 2.136
C -1.264 -2.937 1.104
H -1.921 -1.640 -1.585
O 2.776 -5.582 4.593
H 1.736 -5.133 6.996
H 0.707 1.426 -0.923
C -1.015 6.621 -0.409
H -0.497 8.446 -1.428
Si -1.299 -1.062 0.770
H -2.252 -3.319 1.356
C -2.202 -0.853 -0.879
H -0.925 2.434 -2.931
O -1.071 5.205 -0.663
O 0.764 -6.582 4.863
```

Record 2
Computed, not measured: a structure of composition C19H40Cd2NO11, with ωB97M-V/def2-TZVPD.

Properties
gap between HOMO and LUMO = 1.53 eV
LUMO energy = -8.04 eV
calculated total energy = -1965.19777 Ha
net charge = +1

Geometry as XYZ:
```
73
C19H40Cd2NO11 | the Open Molecules 2025 dataset | ωB97M-V/def2-TZVPD
H 1.411 -1.727 5.413
C -1.950 -0.336 -4.960
H -1.592 0.079 -2.004
C -4.975 4.865 0.074
H 4.102 -1.211 -0.797
O -3.325 -1.693 -2.871
H -3.141 -1.232 -2.049
C -0.750 2.214 1.783
C -2.756 -4.420 -2.367
C -1.530 -2.891 -0.783
H -5.763 5.491 0.492
H -0.294 -2.178 -5.394
O 4.308 3.425 4.649
H 0.727 3.405 3.677
H 0.065 -0.488 -2.233
H 0.150 0.680 0.356
H 2.155 -3.490 1.265
O 1.556 3.468 4.156
H -3.623 -4.211 -1.740
C -3.872 4.459 1.061
H 3.301 -4.547 -0.378
C 0.017 -1.768 -4.433
H 3.729 -3.257 1.383
C 1.848 0.268 4.718
C -0.826 -0.131 -2.750
H -2.409 0.580 -4.588
H 2.410 5.243 3.854
C 3.879 3.839 3.308
H 2.470 -1.766 4.074
O -2.858 5.134 1.174
C -1.627 -3.302 -2.310
H 4.650 4.538 2.986
H -4.455 5.477 -0.663
H 0.303 -4.415 -2.212
O 1.121 0.878 5.537
H -0.567 -4.699 -3.585
O 2.923 -3.680 -0.538
C -0.365 -3.884 -2.890
H 1.428 -3.430 -4.051
H 1.893 -1.445 -0.294
H -1.325 -3.646 -0.024
H -2.487 -2.514 -0.421
H 0.979 1.026 1.837
H -2.407 -5.418 -2.103
H -2.614 -0.925 -5.593
C 0.678 -2.865 -3.497
C 2.648 -1.517 0.488
C -1.253 -1.130 -3.777
H 2.106 4.407 2.323
O -1.833 1.668 1.863
H -0.758 -2.122 -0.778
H 1.214 -2.436 -2.650
H -5.460 3.968 -0.311
H 1.111 2.203 0.582
H 0.816 -1.046 -4.602
O -4.184 3.516 1.899
C 2.381 4.267 3.369
H -3.169 -4.518 -3.371
H 4.037 2.964 2.677
H -1.175 0.117 -5.576
H 2.241 -0.991 1.352
O 3.662 -0.749 -0.080
Cd -2.679 2.922 3.244
H 5.131 3.913 4.723
H -0.499 0.784 -3.243
H 0.886 -1.144 3.699
C 0.415 1.494 1.030
Cd -1.024 6.050 1.780
O 2.955 0.830 4.653
O -0.600 3.334 2.401
C 2.924 -2.948 0.716
C 1.637 -1.198 4.487
N -2.119 -2.140 -3.162
```

Record 3
Computed, not measured: a structure of composition C19H40CuFNOSi4, with ωB97M-V/def2-TZVPD.

Properties
multiplicity = 2
gap between HOMO and LUMO (spin up / spin down) = 8.09 / 5.61 eV
LUMO energy (spin up / spin down) = 0.56 / -1.76 eV
calculated total energy = -3776.43157 Ha

Geometry as XYZ:
```
67
C19H40CuFNOSi4 | the Open Molecules 2025 dataset | ωB97M-V/def2-TZVPD
H -2.376 -6.408 -0.330
H -3.259 -4.071 -0.398
H -1.257 -0.716 3.676
C -3.201 3.359 -0.378
C 2.992 -1.160 1.321
H -2.937 1.859 2.500
O -0.478 -0.083 1.860
H -1.996 0.480 -2.899
H -4.585 0.534 -0.175
H 3.614 -4.222 0.609
H 2.334 -0.370 -2.100
H -3.278 -0.644 -0.289
H 0.504 -0.912 3.492
H 2.628 2.710 0.469
C 0.371 4.464 -0.810
H 0.338 1.189 -3.110
H 1.148 3.367 2.268
H 2.588 1.180 -0.411
H -0.185 2.845 -3.412
C -0.457 -0.967 2.975
C -1.970 2.249 2.818
H 1.905 1.778 2.338
H -3.634 1.128 -2.835
H -3.452 0.330 1.162
H 3.938 -0.618 1.248
H 0.080 -6.755 -0.283
Si -0.539 1.600 1.776
C 0.085 -3.339 -0.349
C 2.402 2.251 -0.495
C -1.699 -5.565 -0.345
H 1.533 2.459 -3.372
H 2.205 -0.443 1.560
C 0.999 2.333 2.587
H 0.429 4.740 0.246
Si 0.624 2.598 -1.049
H 1.609 -4.846 -0.295
C 3.089 -1.117 -1.842
C -3.538 0.352 0.075
C -1.312 -3.218 -0.397
H 3.656 -4.206 -1.163
N 0.860 -2.212 -0.331
H 0.898 2.338 3.675
Si -2.430 1.660 -0.730
C 0.544 -4.672 -0.316
H 4.776 -3.209 -0.242
H 1.148 5.016 -1.344
H -0.595 4.800 -1.190
H 3.112 2.647 -1.225
C -2.195 -4.269 -0.386
Si 2.596 -2.086 -0.290
H 3.067 -1.862 2.154
Cu -0.036 -0.455 -0.122
H 3.192 -1.791 -2.695
H -0.607 -1.983 2.614
C -2.592 1.342 -2.589
H -2.280 2.199 -3.187
C -0.322 -5.750 -0.316
H -3.303 3.541 0.694
F -1.824 -1.944 -0.433
H -2.601 4.168 -0.797
H -2.014 3.339 2.755
H 4.044 -0.601 -1.713
C -0.651 1.582 -0.103
C 0.569 2.238 -2.909
H -4.197 3.420 -0.823
H -1.829 1.988 3.870
C 3.751 -3.587 -0.269
```

Question: Which of these has the lowest calculated total energy?
Answer: C19H40BrN4O9Si

Question: The lowest calculated total energy belongs to which entry?
Answer: C19H40BrN4O9Si

Copy entry 2 word for word.
Computed, not measured: a structure of composition C19H40Cd2NO11, with ωB97M-V/def2-TZVPD.

Properties
gap between HOMO and LUMO = 1.53 eV
LUMO energy = -8.04 eV
calculated total energy = -1965.19777 Ha
net charge = +1

Geometry as XYZ:
```
73
C19H40Cd2NO11 | the Open Molecules 2025 dataset | ωB97M-V/def2-TZVPD
H 1.411 -1.727 5.413
C -1.950 -0.336 -4.960
H -1.592 0.079 -2.004
C -4.975 4.865 0.074
H 4.102 -1.211 -0.797
O -3.325 -1.693 -2.871
H -3.141 -1.232 -2.049
C -0.750 2.214 1.783
C -2.756 -4.420 -2.367
C -1.530 -2.891 -0.783
H -5.763 5.491 0.492
H -0.294 -2.178 -5.394
O 4.308 3.425 4.649
H 0.727 3.405 3.677
H 0.065 -0.488 -2.233
H 0.150 0.680 0.356
H 2.155 -3.490 1.265
O 1.556 3.468 4.156
H -3.623 -4.211 -1.740
C -3.872 4.459 1.061
H 3.301 -4.547 -0.378
C 0.017 -1.768 -4.433
H 3.729 -3.257 1.383
C 1.848 0.268 4.718
C -0.826 -0.131 -2.750
H -2.409 0.580 -4.588
H 2.410 5.243 3.854
C 3.879 3.839 3.308
H 2.470 -1.766 4.074
O -2.858 5.134 1.174
C -1.627 -3.302 -2.310
H 4.650 4.538 2.986
H -4.455 5.477 -0.663
H 0.303 -4.415 -2.212
O 1.121 0.878 5.537
H -0.567 -4.699 -3.585
O 2.923 -3.680 -0.538
C -0.365 -3.884 -2.890
H 1.428 -3.430 -4.051
H 1.893 -1.445 -0.294
H -1.325 -3.646 -0.024
H -2.487 -2.514 -0.421
H 0.979 1.026 1.837
H -2.407 -5.418 -2.103
H -2.614 -0.925 -5.593
C 0.678 -2.865 -3.497
C 2.648 -1.517 0.488
C -1.253 -1.130 -3.777
H 2.106 4.407 2.323
O -1.833 1.668 1.863
H -0.758 -2.122 -0.778
H 1.214 -2.436 -2.650
H -5.460 3.968 -0.311
H 1.111 2.203 0.582
H 0.816 -1.046 -4.602
O -4.184 3.516 1.899
C 2.381 4.267 3.369
H -3.169 -4.518 -3.371
H 4.037 2.964 2.677
H -1.175 0.117 -5.576
H 2.241 -0.991 1.352
O 3.662 -0.749 -0.080
Cd -2.679 2.922 3.244
H 5.131 3.913 4.723
H -0.499 0.784 -3.243
H 0.886 -1.144 3.699
C 0.415 1.494 1.030
Cd -1.024 6.050 1.780
O 2.955 0.830 4.653
O -0.600 3.334 2.401
C 2.924 -2.948 0.716
C 1.637 -1.198 4.487
N -2.119 -2.140 -3.162
```

Question: Look up the calculated total energy of the first one.
Answer: -4507.40705 Ha